Density functional theory data (wB97M-V/def2-TZVPD) for a cluster of 11 separate species, C27H67F6N8O12S2 in total.

LUMO   -3.56 eV
Gap between HOMO and LUMO   6.654 eV
E_HOMO   -10.21 eV

```
! wB97M-V def2-TZVPD RIJCOSX def2/J DEFGRID3
* xyz 1 1
N -3.42421 0.00196 -2.74654
H -2.94041 -0.13396 -3.62265
H -3.79569 -0.90449 -2.50068
H -4.16799 0.67077 -2.88651
H -2.78523 0.41728 -2.08373
N -1.86366 -2.13377 -0.03027
H -1.24000 -2.92527 -0.09879
H -2.68590 -2.26976 -0.60082
H -1.31182 -1.42030 -0.48472
H -1.96144 -1.84861 0.93369
C -7.28270 0.81360 3.07221
N -5.90411 0.69390 2.46049
C -4.92285 1.13914 3.63739
C -5.64232 -0.75835 2.17696
C -5.78466 1.65960 1.22615
C -4.72938 1.23699 0.13193
O -3.46792 0.99976 0.71656
H -7.85479 0.48217 2.20563
H -7.49146 1.84975 3.33852
H -7.43025 0.14132 3.91741
H -5.35120 0.68196 4.52935
H -5.07538 2.21795 3.66908
H -3.86712 0.90465 3.50122
H -6.34970 -1.05025 1.40074
H -5.79624 -1.25800 3.13339
H -4.63408 -0.83442 1.76983
H -5.57683 2.65050 1.62991
H -6.77844 1.68935 0.77935
H -4.49209 2.10962 -0.47661
H -5.08571 0.46924 -0.55488
H -2.78650 0.83793 0.06000
C -2.29797 -5.57795 1.40755
F -3.49822 -6.18815 1.40136
F -2.43604 -4.28207 1.71097
F -1.51678 -6.10546 2.33161
S -1.36768 -5.83941 -0.24310
O -0.44096 -6.92977 0.00081
O -2.39598 -6.15355 -1.19320
N -0.51938 -4.28148 -0.41639
S 0.17229 -4.51818 -1.76861
O 0.22265 -5.83206 -2.32705
O -0.11346 -3.51857 -2.78406
C 2.15156 -4.33659 -1.39927
F 2.44841 -3.12314 -0.89871
F 2.55537 -5.18717 -0.43076
F 2.79175 -4.51961 -2.60283
C 1.01111 -0.23568 -0.22717
C 0.07826 0.46008 -1.27221
O -1.32887 0.51590 -1.04213
H 0.93172 -1.32179 -0.18066
H 0.77581 0.26784 0.71048
H 2.02011 0.10171 -0.46419
H 0.47259 0.19026 -2.25190
H 0.48913 1.46776 -1.33436
C 1.96034 -3.50339 -5.92783
O 0.98002 -3.86046 -6.52037
N 1.87313 -2.40538 -5.11182
C 3.02424 -1.94015 -4.25485
C 0.74382 -1.51316 -4.97290
H 2.93705 -3.99623 -5.80394
H 3.13112 -0.86285 -4.38169
H 3.95540 -2.48137 -4.42256
H 2.86788 -2.05620 -3.18238
H -0.02675 -1.82801 -5.67660
H 0.24861 -1.44118 -4.00456
H 1.00874 -0.54116 -5.38898
C 1.10871 2.12979 -4.68467
O 0.66739 2.22566 -5.82024
N 2.44967 2.04763 -4.43184
C 3.11398 2.12937 -3.08194
C 3.41816 1.75160 -5.57728
H 0.47449 2.24669 -3.79232
H 3.84811 2.93045 -3.16810
H 3.58317 1.20355 -2.74907
H 2.36043 2.63661 -2.47946
H 4.04556 2.59733 -5.85869
H 4.09211 0.96798 -5.23113
H 2.90469 1.31449 -6.43366
C -1.26878 -0.65538 3.11184
O -2.14189 -1.00016 2.34137
N -0.98814 -1.29300 4.32443
C 0.28460 -1.06083 5.05560
C -1.67138 -2.43090 4.87265
H -0.52260 0.13524 2.93765
H 0.02474 -0.75257 6.06830
H 0.84794 -0.15727 4.82251
H 0.95564 -1.91530 5.14318
H -1.01737 -3.29994 4.94431
H -1.99850 -2.29153 5.90302
H -2.58358 -2.60903 4.30320
C 5.14262 4.44850 1.57396
O 4.51637 4.76518 2.66716
N 4.69043 3.57681 0.67163
C 5.66007 3.38742 -0.41626
C 3.30549 3.10075 0.48248
H 6.13874 4.90449 1.46432
H 5.29316 3.73666 -1.38141
H 6.02636 2.36503 -0.50936
H 6.51010 4.05765 -0.28844
H 2.83777 3.02682 1.46425
H 2.64008 3.64707 -0.18599
H 3.41221 2.08561 0.10013
C -0.96800 3.79467 1.50414
C -0.92483 5.30543 1.38177
O -0.07944 5.95288 2.01850
C -1.76161 5.95764 0.24436
H -0.35082 3.41766 2.31965
H -0.64554 3.50762 0.50328
H -2.03273 3.57448 1.58144
H -1.75473 5.34994 -0.66048
H -1.41826 6.95276 -0.03839
H -2.82023 5.97973 0.50308
C 6.20357 0.01536 3.87339
C 4.92103 -0.40148 3.16727
O 3.80840 -0.36662 3.78916
C 4.96477 -0.85767 1.76446
H 6.24745 -0.70888 4.68681
H 5.99181 1.02238 4.23278
H 7.11163 -0.08410 3.27871
H 5.57471 -0.26580 1.08199
H 3.95982 -1.00616 1.36932
H 5.38293 -1.84598 1.95548
*
```

Results of the Mulliken charge analysis, in e, for atoms 1 through 5:
1. N -0.0584
2. H 0.3901
3. H 0.3244
4. H 0.4842
5. H -0.1270

Density functional theory data (wB97M-V/def2-TZVPD) for a structure of composition C61H45N11O3RuS2.

LUMO (spin up / spin down)   1.32 / 1.32 eV
Gap between HOMO and LUMO (spin up / spin down)   5.484 / 5.559 eV
E_HOMO (spin up / spin down)   -4.17 / -4.24 eV

```
! wB97M-V def2-TZVPD RIJCOSX def2/J DEFGRID3
* xyz -1 2
Ru -0.17303 -0.47784 0.09471
O 1.14966 1.01556 0.04108
C 1.71926 1.69013 1.10245
C 0.85434 1.64713 2.38040
C 0.50379 0.32339 2.98871
C 0.51784 0.21949 4.37541
C 0.13737 -0.96074 4.97874
C -0.26213 -2.00700 4.17449
C -0.28738 -1.85346 2.79336
C -0.75216 -2.98546 1.93151
C -1.98686 -2.69921 1.03550
O -1.65384 -1.82749 0.02137
C -3.22366 -2.17230 1.77661
C -4.20398 -1.55161 0.99925
C -5.38002 -1.09835 1.56693
C -5.60382 -1.24497 2.93268
C -4.64175 -1.86171 3.71300
C -3.46489 -2.33120 3.13394
C -2.38124 -4.05434 0.41220
C -2.92768 -5.08436 1.17271
C -3.27447 -6.29144 0.58565
C -3.07526 -6.48433 -0.77577
C -2.52982 -5.46123 -1.53653
C -2.18525 -4.24928 -0.94910
N 0.11083 -0.70141 2.21024
C 3.13922 1.14338 1.29961
C 3.97252 1.15309 0.17985
C 5.26260 0.66403 0.24726
C 5.75236 0.14588 1.44338
C 4.93317 0.12036 2.55676
C 3.63349 0.61885 2.48340
C 1.77112 3.19612 0.76892
C 2.72541 4.05326 1.30579
C 2.69047 5.41466 1.03006
C 1.69311 5.93784 0.21937
C 0.73151 5.08840 -0.31051
C 0.77365 3.72819 -0.03890
H -0.08331 2.13419 2.09992
H 1.31514 2.26768 3.15146
H 0.83338 1.07257 4.96102
H 0.14450 -1.06116 6.05690
H -0.55592 -2.95660 4.60045
H -0.90534 -3.86974 2.55191
H 0.03683 -3.21225 1.21074
H -4.00983 -1.43364 -0.05972
H -6.13185 -0.62751 0.94405
H -6.52239 -0.88569 3.37979
H -4.80437 -1.98929 4.77675
H -2.73454 -2.82393 3.76180
H -3.10029 -4.94168 2.23425
H -3.70624 -7.08050 1.18990
H -3.34475 -7.42666 -1.23704
H -2.36732 -5.60238 -2.59834
H -1.76099 -3.43778 -1.52836
H 3.58040 1.53835 -0.75327
H 5.89178 0.68201 -0.63414
H 6.76313 -0.23873 1.49922
H 5.29828 -0.28812 3.49154
H 3.01676 0.58317 3.37169
H 3.50810 3.65320 1.94036
H 3.44808 6.06715 1.44704
H 1.66989 6.99743 -0.00445
H -0.05283 5.48662 -0.94479
H 0.04647 3.04893 -0.46501
C -4.36286 3.41453 0.10497
N -3.42012 2.36965 0.47873
C -2.37666 1.82143 -0.14769
N -1.78614 0.95942 0.66198
C -2.52592 1.01825 1.79803
N -3.53510 1.84484 1.72488
C -3.86067 4.80351 0.42363
C -4.22749 5.35682 1.64384
C -3.81635 6.63084 2.00176
C -3.04637 7.37547 1.13048
C -2.68319 6.83978 -0.10423
C -3.07509 5.54959 -0.45355
C -1.92962 7.71439 -1.00955
N -1.72643 8.97730 -0.86901
N -0.96597 9.38293 -1.95446
C -0.79250 8.34169 -2.68933
O -1.38342 7.23172 -2.15934
C -0.03683 8.22437 -3.94075
C 0.34407 9.36627 -4.63598
C 1.06211 9.23045 -5.81225
C 1.37415 7.97530 -6.30734
C 0.96397 6.82670 -5.63840
C 1.23687 5.46003 -6.24022
N 0.82067 4.40399 -5.36084
C -0.43569 4.08608 -5.01245
N -0.43914 3.19626 -4.05383
C 0.88746 2.95578 -3.87170
N 1.68890 3.67197 -4.63181
C 0.27283 6.96118 -4.43972
H -5.22073 3.20974 0.74185
H -4.67877 3.30119 -0.93182
H -2.06328 2.04674 -1.15835
H -2.33817 0.42012 2.67389
H -4.82219 4.76774 2.33168
H -4.10246 7.04393 2.95974
H -2.72833 8.37827 1.38026
H -2.78344 5.13910 -1.41388
H 0.09148 10.34017 -4.23955
H 1.36875 10.11311 -6.35783
H 1.92607 7.88470 -7.23610
H 2.29712 5.32989 -6.44903
H 0.68380 5.35339 -7.17587
H -1.30126 4.54651 -5.46430
H 1.25936 2.23888 -3.16004
H -0.02294 6.09066 -3.87396
S 1.59840 -1.86051 -0.30665
C 1.87656 -1.85748 -2.02889
C 3.05465 -2.39949 -2.53085
C 3.31843 -2.41408 -3.89682
C 4.53200 -3.00369 -4.37952
N 5.50275 -3.48730 -4.76512
C 2.37860 -1.85691 -4.78010
C 1.20244 -1.31646 -4.28031
C 0.92243 -1.30953 -2.91078
S -0.57858 -0.70541 -2.30565
C 2.62210 -1.81789 -6.19392
N 2.80557 -1.76533 -7.32866
H 3.77965 -2.81915 -1.84471
H 0.47917 -0.88868 -4.96311
*
```

Results of the Mulliken charge analysis, in e, for atoms 1 through 5:
1. Ru 1.0975
2. O -0.6204
3. C 2.8795
4. C -2.3095
5. C -0.0907

Quick rundown of strongest force on any atom, same order as above: 7.1 1.0 eV/Å
Quick rundown of DFT total energy, same order as above: -103537.6536 -110778.3787 eV